1.
{"formula": "C52H31I4N7OSW", "method": "wB97M-V/def2-TZVPD", "homo_lumo_gap_ha": [0.20443, 0.19335], "multiplicity": 3, "elements": ["W", "I", "C", "C", "C", "C", "C", "C", "C", "C", "C", "C", "C", "C", "C", "C", "C", "C", "I", "C", "C", "C", "N", "C", "C", "C", "C", "C", "C", "I", "C", "C", "C", "C", "C", "C", "N", "C", "C", "C", "C", "C", "N", "C", "C", "C", "C", "I", "C", "C", "C", "C", "N", "H", "H", "H", "H", "H", "H", "H", "H", "H", "H", "H", "H", "H", "H", "H", "H", "H", "H", "H", "H", "H", "H", "H", "H", "N", "C", "S", "N", "N", "C", "C", "C", "C", "C", "C", "C", "O", "H", "H", "H", "H", "H", "H", "H"], "positions_angstrom": [[0.319389, 0.626812, -0.010611], [6.991433, -5.635568, -3.754133], [5.458306, -4.329341, -3.101228], [4.582885, -3.783896, -4.021631], [3.600425, -2.907835, -3.594621], [3.508938, -2.551497, -2.255458], [4.388286, -3.125769, -1.339053], [5.356374, -4.019255, -1.756070], [2.488386, -1.588359, -1.781933], [1.177522, -1.983982, -1.791787], [0.729095, -3.339548, -1.914585], [-0.589722, -3.440198, -1.672835], [-1.137641, -2.086813, -1.533793], [-2.751987, -0.812442, -1.525053], [-4.215476, -1.095878, -1.707972], [-4.938427, -0.449743, -2.703761], [-6.307571, -0.620098, -2.787064], [-6.955385, -1.418333, -1.860452], [-9.062388, -1.605733, -1.935043], [-6.245628, -2.078178, -0.874394], [-4.873045, -1.917346, -0.805449], [-2.632253, 0.533681, -0.868650], [-1.731463, 0.645975, 0.155653], [-2.272539, 1.505073, 1.085891], [-1.824987, 1.504482, 2.435044], [-2.842584, 1.926844, 3.422666], [-2.701055, 3.021701, 4.266397], [-3.726397, 3.377360, 5.126352], [-4.888212, 2.628591, 5.153509], [-6.474425, 3.196788, 6.431796], [-5.034815, 1.514714, 4.346342], [-4.014082, 1.173315, 3.483149], [-0.607337, 1.004910, 2.853727], [-0.098489, 1.042116, 4.195968], [1.244277, 0.879718, 4.128968], [1.593027, 0.721643, 2.743781], [0.424592, 0.637251, 1.995016], [2.873460, 0.819096, 2.222678], [3.196903, 0.573787, 0.867736], [4.468478, 0.584378, 0.251879], [4.337480, -0.079785, -0.948708], [2.989855, -0.474313, -1.059210], [2.278327, 0.031554, 0.007455], [4.005172, 1.103129, 3.133573], [5.044512, 0.183999, 3.266765], [6.124590, 0.444356, 4.090194], [6.182194, 1.644688, 4.774893], [7.862364, 2.074146, 5.988350], [5.158994, 2.569811, 4.668190], [4.073435, 2.291734, 3.854944], [-3.442866, 2.070461, 0.556146], [-3.676994, 1.446356, -0.658099], [0.045728, -1.119527, -1.529997], [4.664058, -4.030913, -5.067699], [2.914011, -2.478686, -4.310850], [4.310067, -2.871927, -0.291469], [6.026478, -4.469965, -1.040073], [1.410591, -4.153771, -2.077302], [-1.195871, -4.322707, -1.613260], [-4.429632, 0.198798, -3.399657], [-6.867844, -0.133026, -3.568135], [-6.749443, -2.708796, -0.158818], [-4.302094, -2.425559, -0.043172], [-1.798305, 3.614689, 4.239485], [-3.616722, 4.243717, 5.759619], [-5.934033, 0.919794, 4.381148], [-4.114755, 0.306495, 2.846072], [-0.693607, 1.217972, 5.069860], [1.944008, 0.869989, 4.943189], [5.363412, 1.006337, 0.663011], [5.100996, -0.277837, -1.675352], [4.996101, -0.756223, 2.737412], [6.915905, -0.282875, 4.193450], [5.204923, 3.505741, 5.206150], [3.270193, 3.009550, 3.771392], [-4.056759, 2.811872, 1.027139], [-4.501826, 1.634509, -1.317236], [0.400240, 5.067780, -1.079007], [0.386382, 3.723740, -0.988272], [0.964808, 2.984849, 0.485321], [-0.058685, 3.015920, -1.975081], [-0.035682, 1.670187, -1.801649], [-0.668104, 0.991218, -2.721044], [-0.509069, -0.473679, -2.784347], [0.286567, -0.742675, -4.032082], [-0.271061, -1.345370, -5.089334], [-1.599814, -1.902753, -5.040234], [-2.336577, -1.881175, -3.918120], [-1.806592, -1.283560, -2.688866], [-2.117802, -1.766079, -0.609528], [0.859945, 5.606092, -0.367735], [0.108522, 5.495565, -1.941051], [-1.154356, 1.501520, -3.544069], [1.269562, -0.295416, -4.064235], [0.272077, -1.427798, -6.018918], [-1.995998, -2.341156, -5.941498], [-3.312870, -2.339414, -3.870623]], "forces_ev_per_a": [[0.1, 0.3, 0.6], [-0.4, 0.3, 0.1], [0.4, -0.3, -0.2], [0.1, -0.1, -0.2], [0.0, 0.1, 0.1], [0.0, -0.2, -0.1], [0.0, 0.0, -0.1], [0.1, -0.1, 0.1], [-0.9, -0.3, 0.1], [1.5, 0.3, -0.1], [-0.7, -0.2, 0.2], [0.5, 0.3, 0.1], [-0.9, -0.2, -0.4], [0.0, 0.3, -0.1], [0.0, -0.2, 0.0], [0.1, -0.3, 0.1], [-0.1, 0.1, -0.1], [-0.5, -0.1, 0.0], [0.5, 0.0, 0.0], [-0.1, 0.0, 0.0], [0.2, 0.0, -0.1], [-0.7, 0.2, 0.0], [-0.7, 0.1, 0.4], [-0.5, 0.1, -0.4], [1.0, -0.3, 0.4], [0.0, -0.1, 0.1], [0.0, -0.1, -0.2], [-0.1, 0.1, 0.2], [-0.3, 0.2, 0.3], [0.3, -0.1, -0.2], [-0.1, -0.1, 0.0], [0.1, 0.1, 0.1], [-1.5, 0.8, -0.3], [0.8, -0.1, 0.2], [-0.8, 0.0, 0.3], [1.6, 0.2, -0.3], [0.0, -0.2, -0.5], [-0.9, 0.0, 0.6], [0.4, -0.1, -0.5], [-0.3, 0.1, 0.3], [-0.6, -0.1, -0.1], [0.4, 0.4, -0.1], [1.1, -0.4, 0.2], [0.1, 0.0, 0.1], [-0.1, 0.0, 0.1], [0.1, -0.1, 0.0], [0.4, 0.2, 0.3], [-0.4, -0.1, -0.2], [0.1, 0.1, 0.1], [0.0, -0.1, -0.1], [0.4, 0.0, 0.3], [0.5, -0.1, -0.2], [0.6, 0.6, 0.4], [0.0, -0.1, -0.1], [-0.1, 0.0, 0.0], [0.0, 0.1, 0.1], [0.1, 0.0, 0.1], [0.1, -0.2, -0.1], [-0.1, -0.2, 0.0], [0.1, 0.1, -0.2], [-0.1, 0.1, -0.1], [-0.1, 0.0, 0.1], [0.0, 0.0, 0.1], [0.1, 0.0, -0.1], [0.0, 0.1, 0.1], [-0.1, 0.0, 0.0], [0.0, 0.0, -0.1], [-0.1, 0.0, 0.2], [0.1, 0.0, 0.1], [0.2, 0.0, 0.1], [0.2, -0.2, -0.1], [0.0, 0.0, -0.1], [0.1, 0.0, 0.0], [0.0, 0.0, 0.0], [-0.1, 0.1, -0.1], [-0.2, 0.1, 0.2], [-0.2, -0.1, 0.0], [-0.1, 0.0, -0.1], [0.3, -0.8, 0.6], [-0.2, -0.4, -0.4], [-0.3, 0.8, -0.8], [-0.5, -0.5, -0.9], [0.9, 0.8, 0.7], [-0.4, 0.0, -0.6], [-0.2, -0.2, -0.5], [0.7, 0.4, 0.4], [-0.9, -0.2, 0.5], [0.2, -0.1, -0.5], [0.3, 0.1, 0.5], [-0.2, -0.7, -0.1], [-0.1, 0.0, -0.1], [0.1, 0.0, 0.0], [0.0, 0.1, 0.0], [0.1, 0.0, -0.1], [0.2, 0.0, -0.1], [-0.1, -0.1, -0.1], [-0.1, 0.0, -0.1]]}

=====

2.
{"formula": "C6H12ClN", "method": "wB97M-V/def2-TZVPD", "relative_energy_kcal_mol": 0.6, "homo_lumo_gap_ha": 0.38049, "elements": ["C", "C", "N", "C", "C", "C", "Cl", "C", "H", "H", "H", "H", "H", "H", "H", "H", "H", "H", "H", "H"], "positions_angstrom": [[-0.437400, 1.031022, 1.373934], [0.454205, 0.598160, 0.247687], [1.571696, 1.526106, 0.087053], [0.985911, -0.852476, 0.434552], [-0.244010, -1.715469, -0.003245], [-1.182985, -0.836917, -0.836032], [-1.534663, -1.700024, -2.393341], [-0.392200, 0.442808, -1.060048], [-1.343513, 0.416855, 1.500291], [0.108406, 1.015854, 2.319671], [-0.780741, 2.051857, 1.210722], [1.953660, 1.373547, -0.848027], [1.203777, 2.483133, 0.087401], [1.247553, -1.129175, 1.456880], [1.898164, -0.968100, -0.189042], [-0.778964, -2.178542, 0.824879], [0.123598, -2.526314, -0.631409], [-2.149466, -0.672686, -0.397025], [-1.011200, 1.301424, -1.304553], [0.308173, 0.338937, -1.880348]], "forces_ev_per_a": [[-0.3, 0.2, 0.8], [0.2, -0.6, -0.9], [-0.3, 0.4, -0.1], [-1.0, 0.2, -0.1], [0.9, -0.5, -0.1], [1.0, -0.2, -0.8], [-0.2, 0.3, 0.0], [0.1, 0.1, 0.6], [0.4, 0.0, -0.2], [0.0, 0.0, 0.0], [-0.1, 0.1, 0.0], [0.1, 0.1, 0.3], [0.3, -0.3, 0.0], [0.2, 0.4, 0.0], [-0.7, -0.2, 0.2], [0.1, 0.1, 0.2], [-0.2, -0.1, 0.1], [-0.3, 0.1, 0.3], [-0.1, 0.2, 0.2], [0.1, -0.3, -0.3]]}

=====

3.
{"formula": "C2H4N2O3", "method": "wB97M-V/def2-TZVPD", "relative_energy_kcal_mol": 116.3, "homo_lumo_gap_ha": 0.36385, "elements": ["N", "N", "C", "C", "O", "O", "O", "H", "H", "H", "H"], "positions_angstrom": [[0.016571, -0.434049, -0.284733], [-1.070116, 0.510712, -0.354413], [0.273308, -0.438194, 1.089336], [0.055806, 0.923383, -1.576659], [0.169697, -1.705724, 1.541657], [0.638235, 0.512168, 1.735649], [-0.394604, 1.355617, -2.601417], [0.350177, -1.709363, 2.492285], [-0.124536, -1.302272, -0.787207], [-1.072035, 1.338263, 0.239592], [1.157496, 0.949458, -1.494092]], "forces_ev_per_a": [[-0.1, -1.4, 4.5], [1.9, 1.3, -6.1], [2.1, -1.8, 0.1], [-3.2, 4.6, -1.7], [0.0, 0.1, 0.5], [-0.8, -0.5, -0.3], [0.3, -1.4, 0.3], [0.1, 0.0, 0.0], [-0.9, -0.1, 0.7], [1.2, -0.7, 0.8], [-0.6, -0.2, 1.2]]}

=====

| no. | largest force on an atom (Eh/bohr) |
| --- | --- |
| 1 | 0.033 |
| 2 | 0.025 |
| 3 | 0.127 |